Arrangement a

A cluster of 2 separate species, C5H11N in total. Source: the Open Molecules 2025 dataset; level of theory: ωB97M-V with the def2-TZVPD basis set.

XYZ file:
```
17
C5H11N, DFT ωB97M-V with the def2-TZVPD basis set
H 0.60 -1.59 0.17
C -0.64 0.01 -0.68
N -2.65 -0.35 0.51
C 1.75 0.92 0.85
C 2.00 -0.07 -0.28
H -3.46 0.21 0.70
H -1.14 -0.17 -1.67
H 0.84 -1.22 -1.63
C -1.38 0.24 0.43
H 0.44 1.54 -1.25
H 1.42 0.41 1.77
H -2.81 -0.84 -0.37
H 2.19 0.52 -1.24
H 2.60 1.52 1.23
H 0.83 1.45 0.50
C 0.65 -0.82 -0.62
H 2.68 -1.00 -0.31
```

Highest occupied orbital energy = -7.790 eV


Arrangement b

An isolated molecule of C5H11N. Source: the Open Molecules 2025 dataset; level of theory: ωB97M-V with the def2-TZVPD basis set.

XYZ file:
```
17
C5H11N, DFT ωB97M-V with the def2-TZVPD basis set
H 2.35 2.96 -0.82
H -2.61 -1.17 0.80
C -1.48 -1.11 0.68
H 1.79 2.55 0.81
H -0.95 -3.04 -0.14
H -1.49 1.09 0.32
H 0.34 1.35 -1.36
N 1.10 1.15 -0.63
C 0.44 0.37 0.43
H -2.16 -2.25 -1.14
H 1.00 -0.35 0.94
H -1.20 -1.40 1.64
H 3.25 1.61 -0.03
H -0.41 -1.98 -1.32
C -0.88 0.25 0.50
C -1.24 -2.10 -0.48
C 2.17 2.08 -0.20
```

Highest occupied orbital energy = -8.015 eV


Result of the stability comparison: arrangement b is the most stable of them.


Arrangement a

An isolated molecule of C5H11N. Source: the Open Molecules 2025 dataset; level of theory: ωB97M-V with the def2-TZVPD basis set.

XYZ file:
```
17
C5H11N, DFT ωB97M-V with the def2-TZVPD basis set
H -0.79 -1.23 -2.59
C -0.07 0.13 1.63
H -2.07 -0.53 -1.64
H 1.80 0.39 -1.20
C -0.39 0.22 -0.74
C 1.07 -0.05 -0.41
H 1.17 1.67 1.00
N -1.04 0.45 0.54
C -1.05 -0.93 -1.57
H 0.10 -0.95 1.70
H -1.12 -1.80 -0.96
H 2.16 0.14 1.38
H -1.20 1.44 0.78
C 1.21 0.60 1.01
H 1.06 -1.14 -0.37
H -0.59 1.19 -1.29
H -0.26 0.40 2.72
```

Highest occupied orbital energy = -8.884 eV


Arrangement b

An isolated molecule of C5H11N. Source: the Open Molecules 2025 dataset; level of theory: ωB97M-V with the def2-TZVPD basis set.

XYZ file:
```
17
C5H11N, DFT ωB97M-V with the def2-TZVPD basis set
C 1.42 0.07 -0.74
H 1.11 -0.32 1.67
H -1.50 -1.69 -0.56
H -0.16 1.95 -1.62
H 1.52 0.59 -1.69
H 2.34 0.23 -0.17
N 0.28 0.63 -0.01
H 0.21 1.19 2.12
H -1.51 -2.24 1.11
H 0.04 -2.12 0.24
H -1.20 2.14 -0.16
H 1.30 -1.00 -0.93
C 0.25 0.33 1.44
C -0.96 -0.24 0.88
H -1.41 0.75 -1.23
C -0.67 1.43 -0.80
C -0.94 -1.64 0.39
```

Highest occupied orbital energy = -7.074 eV


Arrangement c

A cluster of 2 separate species, C5H11N in total. Source: the Open Molecules 2025 dataset; level of theory: ωB97M-V with the def2-TZVPD basis set.

XYZ file:
```
17
C5H11N, DFT ωB97M-V with the def2-TZVPD basis set
H 1.59 1.29 -0.14
C 0.22 0.16 1.04
C 1.02 -1.33 -1.99
H -1.08 -1.14 2.33
H 2.03 1.16 1.56
N -0.99 0.07 0.52
H -1.56 0.68 -1.36
H -1.43 0.66 2.52
H 0.72 2.26 1.07
C -0.91 -0.13 1.95
H -2.90 -0.03 -0.23
H 1.09 -1.30 -0.90
H 1.37 -0.37 -2.41
C -1.88 0.28 -0.41
C 1.19 1.28 0.88
H -0.02 -1.49 -2.29
H 1.65 -2.13 -2.38
```

Highest occupied orbital energy (spin up / spin down) = -7.112 / -7.111 eV


Result of the stability comparison: arrangement a is the most stable of them.


Arrangement a

A cluster of 2 separate species, C4H8N2 in total. Source: the Open Molecules 2025 dataset; level of theory: ωB97M-V with the def2-TZVPD basis set.

XYZ file:
```
14
C4H8N2, DFT ωB97M-V with the def2-TZVPD basis set
N -2.56 1.10 0.00
N 1.33 0.08 0.01
H -0.80 -1.62 0.27
C 2.75 0.17 -0.16
C 0.52 0.91 0.39
H 2.95 1.26 -0.50
H -2.41 -1.70 0.54
C -1.72 0.19 0.17
H 3.38 0.32 0.74
H 3.03 -0.65 -0.74
C -1.69 -1.26 -0.06
H -3.58 0.79 -0.30
H 0.54 1.85 0.80
H -1.74 -1.44 -1.16
```

Highest occupied orbital energy = -7.333 eV


Arrangement b

An isolated molecule of C4H8N2. Source: the Open Molecules 2025 dataset; level of theory: ωB97M-V with the def2-TZVPD basis set.

XYZ file:
```
14
C4H8N2, DFT ωB97M-V with the def2-TZVPD basis set
H 2.05 -0.51 -0.80
N 0.49 -0.29 0.54
N -0.83 2.79 0.42
C 1.88 -0.12 0.22
C -1.61 -0.83 -0.37
C -0.82 1.68 0.10
H -1.27 -1.60 0.34
H -0.12 0.42 -1.34
H 0.25 -0.10 1.50
H -1.57 -1.30 -1.36
C -0.52 0.27 -0.32
H -2.63 -0.55 -0.11
H 2.44 -0.77 0.91
H 2.26 0.91 0.28
```

Highest occupied orbital energy = -9.231 eV


Result of the stability comparison: arrangement b is the most stable of them.


Arrangement a

An isolated molecule of C4H8N2. Source: the Open Molecules 2025 dataset; level of theory: ωB97M-V with the def2-TZVPD basis set.

XYZ file:
```
14
C4H8N2, DFT ωB97M-V with the def2-TZVPD basis set
H 1.06 2.72 1.73
H -0.90 -1.27 -2.17
H -2.42 -1.18 -1.18
C -1.35 -1.49 -1.21
C 0.86 -0.83 0.06
C -0.62 -0.85 -0.08
H 1.42 -1.36 -0.69
H 1.24 -0.94 1.05
C 1.03 1.92 0.95
H -1.11 -0.86 0.84
N -0.04 1.28 0.72
H -1.40 -2.59 -1.14
H 2.01 1.64 0.48
N 0.12 0.34 -0.32
```

Highest occupied orbital energy = -9.081 eV


Arrangement b

An isolated molecule of C4H8N2. Source: the Open Molecules 2025 dataset; level of theory: ωB97M-V with the def2-TZVPD basis set.

XYZ file:
```
14
C4H8N2, DFT ωB97M-V with the def2-TZVPD basis set
H -1.72 -1.55 -1.02
H 2.85 0.10 1.04
H 2.97 0.68 -0.68
H 1.00 -1.29 -0.05
C -1.76 -1.06 0.01
H 0.71 1.67 -0.04
C -1.90 1.37 0.06
H -1.12 2.19 -0.08
H -2.80 -1.03 0.26
N 2.62 0.02 0.01
C 0.25 0.61 -0.03
H -1.29 -1.78 0.68
C -1.06 0.31 -0.06
N 1.24 -0.26 -0.09
```

Highest occupied orbital energy = -7.574 eV


Arrangement c

An isolated molecule of C4H8N2. Source: the Open Molecules 2025 dataset; level of theory: ωB97M-V with the def2-TZVPD basis set.

XYZ file:
```
14
C4H8N2, DFT ωB97M-V with the def2-TZVPD basis set
H -0.82 -1.90 -1.10
C 0.37 1.07 1.58
C 0.61 -0.32 -0.60
H -1.64 1.25 1.28
H -0.63 -0.82 1.15
N -0.78 1.31 0.73
H 0.22 0.95 2.65
H 1.27 1.63 1.31
C 0.07 -1.40 -1.46
H -0.95 0.38 -1.69
N -0.03 0.00 -1.88
H 1.68 -0.14 -0.60
H 0.73 -2.02 -2.05
C -0.11 0.01 0.68
```

Highest occupied orbital energy = -9.400 eV


Arrangement d

An isolated molecule of C4H8N2. Source: the Open Molecules 2025 dataset; level of theory: ωB97M-V with the def2-TZVPD basis set.

XYZ file:
```
14
C4H8N2, DFT ωB97M-V with the def2-TZVPD basis set
H 0.93 -1.80 -1.07
H -1.02 1.49 -1.13
H 0.78 1.45 -1.45
C 0.00 1.20 -0.73
H -1.65 -1.04 1.19
H -0.50 1.42 1.38
C -0.07 -0.17 -0.02
C 0.89 -1.24 -0.05
N -2.37 -0.48 -0.47
H 1.35 1.45 0.98
H 1.96 -0.91 -0.17
H 0.80 -2.03 0.64
C 0.33 1.23 0.65
N -1.42 -0.58 0.25
```

Highest occupied orbital energy = -7.900 eV


Result of the stability comparison: arrangement c is the most stable of them.


Arrangement a

An isolated molecule of C4H8N2. Source: the Open Molecules 2025 dataset; level of theory: ωB97M-V with the def2-TZVPD basis set.

XYZ file:
```
14
C4H8N2, DFT ωB97M-V with the def2-TZVPD basis set
H 1.47 -1.55 0.45
N 0.45 0.17 -0.29
H -0.65 1.93 -0.71
C 0.88 -0.71 0.83
H -0.49 0.03 -2.16
N -1.90 1.10 2.11
H 1.46 -0.10 1.53
H 0.37 -1.46 -1.67
C -0.24 1.43 0.16
C -0.26 -0.64 -1.33
H -0.01 -1.08 1.34
H 1.28 0.56 -0.72
H -1.19 -1.02 -0.90
C -1.17 1.22 1.20
```

Highest occupied orbital energy = -7.249 eV


Arrangement b

An isolated molecule of C4H8N2. Source: the Open Molecules 2025 dataset; level of theory: ωB97M-V with the def2-TZVPD basis set.

XYZ file:
```
14
C4H8N2, DFT ωB97M-V with the def2-TZVPD basis set
C 1.18 -0.29 1.48
H 2.25 -0.08 1.34
N 0.14 0.66 -0.58
N -2.09 0.08 1.29
H -0.39 1.28 0.02
C -1.30 -0.69 0.89
C -0.57 0.41 -1.82
H 0.82 -1.27 -0.45
H -0.62 1.35 -2.37
C 0.40 -0.47 0.19
H 0.72 0.52 2.04
H -0.03 -0.32 -2.42
H 1.06 -1.22 2.03
H -1.59 0.04 -1.64
```

Highest occupied orbital energy = -9.802 eV


Result of the stability comparison: arrangement b is the most stable of them.


Arrangement a

A cluster of 5 separate species, C2H12O5 in total. Source: the Open Molecules 2025 dataset; level of theory: ωB97M-V with the def2-TZVPD basis set.

XYZ file:
```
19
C2H12O5, DFT ωB97M-V with the def2-TZVPD basis set
O -0.13 0.71 -2.02
H -0.59 0.09 -2.63
H 1.80 1.94 2.03
H -1.14 -0.91 0.74
H -0.39 1.23 0.87
H 1.56 0.11 -1.08
O -1.28 1.20 0.48
C -3.09 -0.21 0.08
O 1.34 1.24 1.57
H 1.35 -2.71 1.25
H 1.84 0.48 1.27
H -3.44 0.64 -0.55
H -0.92 0.95 -1.50
O 1.08 -1.96 0.71
H 3.02 0.38 -1.22
H -3.51 -1.17 0.32
C -1.75 -0.09 0.36
H 1.81 -1.62 0.17
O 2.43 -0.27 -0.85
```

Highest occupied orbital energy = -8.417 eV


Arrangement b

A cluster of 5 separate species, C2H12O5 in total. Source: the Open Molecules 2025 dataset; level of theory: ωB97M-V with the def2-TZVPD basis set.

XYZ file:
```
19
C2H12O5, DFT ωB97M-V with the def2-TZVPD basis set
H 1.01 1.62 0.07
H 0.64 -1.89 1.66
H -2.12 -2.39 0.44
H 1.64 1.90 1.46
O 1.81 1.51 0.60
O -1.87 0.55 -0.81
O 2.58 -0.53 -1.22
H -1.56 -2.71 2.17
C -1.33 -2.39 1.18
H 3.06 -0.65 -2.04
O 0.13 -1.16 -0.21
C -0.13 -1.91 0.90
O -0.84 3.08 -0.41
H -1.36 3.50 0.29
H -1.47 -0.21 -0.36
H -2.53 0.17 -1.41
H -1.37 2.36 -0.77
H 2.66 0.42 -1.03
H 1.05 -1.25 -0.51
```

Highest occupied orbital energy = -9.247 eV


Result of the stability comparison: arrangement b is the most stable of them.